C27H69N3O22P4 | wB97M-V/def2-TZVPD

The geometry in XYZ format:
```
125
Properties=species:S:1:pos:R:3:forces:R:3:lowdin_charge:R:1
C 11.97033 -1.19879 3.09057 -0.5 0.8 -0.7 -0.067
C 10.49373 -1.13928 2.54914 2.6 -1.0 1.5 -0.274
O 10.21447 0.21441 2.16664 -1.3 0.3 0.2 -0.198
P 9.22015 1.16444 3.07414 0.1 -1.1 0.5 0.479
O 9.32541 0.89739 4.51769 0.5 0.4 -0.5 -0.231
O 7.68136 0.91174 2.64412 1.8 2.1 0.3 -0.157
C 7.34976 -0.22743 1.92620 0.9 -1.4 0.0 -0.328
C 5.99318 -0.70260 2.30406 -1.0 -0.6 -0.8 -0.064
O 9.58761 2.61234 2.52568 -2.4 -2.2 -0.2 -0.169
C 10.84954 3.16369 2.52514 2.1 1.2 0.9 -0.292
C 10.90271 4.17824 3.68844 -0.2 0.3 -0.5 -0.055
H 12.12290 -0.28489 3.66468 0.4 -0.2 0.2 0.070
H 12.29619 -2.09086 3.62549 -0.7 0.0 0.3 0.074
H 12.59176 -1.20963 2.19512 0.3 0.5 0.1 0.066
H 10.64685 -1.84029 1.72862 -1.4 0.5 -0.6 0.113
H 9.86334 -1.55915 3.33299 -0.5 0.4 -0.3 0.110
H 7.59895 -0.10818 0.87179 -0.6 0.3 -0.2 0.130
H 7.98637 -1.05030 2.25133 0.3 -0.1 -0.2 0.092
H 5.22786 0.05190 2.48603 0.3 0.2 0.0 0.084
H 5.67669 -1.26844 1.42784 -0.4 -0.3 0.1 0.079
H 6.05571 -1.39619 3.14259 -0.2 0.2 0.1 0.084
H 11.69633 2.49185 2.66544 -0.4 -0.8 0.2 0.110
H 11.02785 3.51384 1.50843 -0.1 0.7 0.2 0.124
H 10.37530 3.78244 4.55635 0.1 -0.4 -0.1 0.076
H 11.91713 4.41283 4.01097 0.0 0.1 -0.2 0.074
H 10.36083 5.09165 3.44319 0.2 0.1 -0.1 0.072
C -3.22272 4.06007 -1.21789 0.0 1.1 0.1 -0.082
C -4.04323 2.79595 -1.36638 0.1 0.4 0.5 -0.222
O -5.29512 2.98433 -0.63904 0.4 -0.5 0.5 -0.189
P -6.50215 3.58628 -1.40764 -0.8 1.8 -1.7 0.486
O -6.13554 4.83629 -2.19580 -1.3 -2.5 1.3 -0.269
O -6.94579 2.26103 -2.29695 -0.9 1.5 -0.3 -0.196
C -7.77922 2.49791 -3.51421 0.3 0.7 -0.7 -0.240
C -6.93883 2.60203 -4.80402 -0.2 0.3 1.5 -0.080
O -7.66249 3.79731 -0.25812 1.1 -0.6 -1.5 -0.180
C -7.71288 4.97968 0.53146 0.1 0.8 2.6 -0.280
C -8.72743 4.80609 1.69706 -1.0 -1.0 -1.3 -0.077
H -3.65547 4.92623 -1.71850 -0.3 -0.3 -0.5 0.064
H -3.24070 4.41971 -0.18909 0.2 -0.5 0.3 0.080
H -2.18495 4.02036 -1.54887 0.0 -0.5 0.0 0.076
H -4.26409 2.54100 -2.40288 0.1 0.0 0.0 0.110
H -3.57860 1.95318 -0.85457 0.0 0.0 -0.2 0.121
H -8.47739 1.71745 -3.81675 0.0 -0.6 1.5 0.108
H -8.37290 3.39543 -3.34072 0.1 0.1 0.0 0.105
H -6.26112 3.44319 -4.65823 0.4 -0.3 -0.5 0.068
H -6.49445 1.61514 -4.93321 0.6 0.3 -0.2 0.074
H -7.59847 2.77167 -5.65502 0.0 0.1 0.1 0.077
H -6.79413 5.17984 1.08274 0.7 -0.1 -0.9 0.112
H -8.03959 5.87209 -0.00236 0.4 -0.3 -0.5 0.118
H -9.65405 4.75680 1.12517 -0.6 0.0 0.6 0.068
H -8.65884 3.87848 2.26536 0.4 -0.2 -0.4 0.073
H -8.81316 5.56396 2.47577 0.4 0.5 -0.6 0.074
C 0.73992 2.71735 3.83845 -0.3 -0.1 1.1 -0.048
C -0.28066 1.88695 4.71076 1.9 -1.6 -1.5 -0.243
O 0.03175 2.12012 6.08975 0.0 -0.5 1.6 -0.213
P 0.27793 0.91216 7.17015 -1.8 -0.3 0.0 0.605
O -0.37785 -0.39248 6.74600 2.1 2.6 1.2 -0.277
O 1.91396 0.87238 7.50297 -3.1 -0.6 -1.3 -0.182
C 2.55850 2.07360 7.82867 1.6 1.5 0.8 -0.334
C 3.19993 1.92948 9.19343 -0.8 -0.5 -0.2 -0.065
O -0.41777 1.65442 8.50764 1.0 -1.2 -1.6 -0.210
C -0.64189 0.92203 9.74423 0.2 -0.5 0.2 -0.286
C -0.75983 1.92033 10.86539 -0.2 -0.4 0.1 -0.080
H 1.68757 2.74917 4.37608 -0.1 0.0 0.4 0.063
H 1.07973 2.31736 2.88313 -0.9 -0.3 -0.2 0.068
H 0.42102 3.75442 3.73414 -0.1 -0.1 -0.2 0.067
H -1.32754 1.88156 4.40727 -0.2 1.3 0.7 0.117
H -0.12334 0.82163 4.54205 0.6 -0.2 -0.1 0.091
H 3.33624 2.38950 7.13338 -0.1 -0.7 -0.7 0.119
H 1.93487 2.96448 7.90294 -0.7 -0.3 -0.2 0.114
H 2.34117 1.60170 9.77926 0.2 0.5 0.9 0.061
H 3.92493 1.12105 9.28775 0.2 0.2 -0.3 0.082
H 3.60951 2.90465 9.45688 0.0 -0.2 0.5 0.086
H -1.56521 0.34278 9.75128 -0.2 0.1 -0.8 0.116
H 0.13749 0.17989 9.91716 0.4 0.2 -0.1 0.112
H -0.99048 1.44899 11.82076 0.1 -0.5 -0.1 0.079
H 0.17523 2.45844 11.02099 -0.4 0.6 -0.2 0.075
H -1.67640 2.46914 10.64908 0.5 0.9 0.0 0.083
C -1.48103 -6.62625 -9.79876 -0.8 -0.3 1.7 -0.073
C -2.65801 -7.10382 -8.88404 0.2 1.1 -1.5 -0.227
O -3.86708 -6.26266 -9.05394 0.3 1.5 0.9 -0.215
P -4.10582 -4.70995 -8.46555 1.1 -2.7 -0.7 0.508
O -5.53251 -4.35439 -8.33056 1.3 0.0 -0.1 -0.232
O -3.24295 -4.80638 -7.08914 -1.2 0.9 -0.1 -0.203
C -3.90191 -4.35479 -5.87588 0.1 -0.1 1.1 -0.265
C -3.16373 -4.97716 -4.64406 -1.0 -1.0 -2.2 -0.058
O -3.17780 -3.82618 -9.45637 -2.2 -2.5 1.1 -0.221
C -3.03933 -2.42750 -9.33058 1.2 -0.6 0.5 -0.272
C -2.04977 -2.21127 -10.42929 -0.1 1.1 -1.2 -0.078
H -0.87598 -5.84832 -9.33310 -0.2 0.2 -0.2 0.066
H -0.87696 -7.53278 -9.83613 0.3 0.2 -0.6 0.069
H -1.90902 -6.31013 -10.75007 0.3 -0.2 0.0 0.080
H -2.86822 -8.07878 -9.32376 -0.9 0.1 0.3 0.104
H -2.38374 -7.27546 -7.84317 -0.1 0.5 0.0 0.106
H -4.09466 -3.28200 -5.86716 0.9 0.3 -0.1 0.106
H -4.92896 -4.71084 -5.79542 0.0 -0.5 -0.5 0.104
H -3.40873 -6.01840 -4.85353 -0.2 -0.4 0.6 0.065
H -2.08084 -5.07410 -4.72186 0.1 1.2 0.5 0.073
H -3.67287 -4.70216 -3.72034 0.6 0.2 0.1 0.077
H -3.96605 -1.85386 -9.34658 -0.1 -0.3 -0.5 0.126
H -2.57755 -2.29353 -8.35238 0.1 0.6 0.1 0.113
H -2.34617 -2.70082 -11.35697 -0.8 0.1 0.0 0.082
H -2.03458 -1.14483 -10.65420 0.9 0.1 0.0 0.080
H -1.09674 -2.71865 -10.27961 0.2 0.7 0.7 0.086
C 0.45133 -2.87910 -0.28268 -1.3 -0.1 0.5 0.039
N 0.69074 -1.67074 -1.08305 1.3 2.5 0.2 -0.444
O 0.30921 -0.56775 -0.66515 -0.4 -1.6 -0.1 0.038
O 1.40509 -1.75541 -2.05654 -0.2 -0.8 -0.4 0.065
H -0.27567 -3.48160 -0.82725 0.3 -0.2 -0.2 0.103
H -0.06360 -2.53860 0.61565 0.3 -0.1 0.1 0.095
H 1.37837 -3.41520 -0.07948 -0.1 0.2 -0.3 0.106
C -0.94112 0.14020 -5.23380 0.4 0.1 0.2 0.059
N 0.25993 -0.41404 -6.02884 -0.4 -0.2 1.0 -0.446
O 1.17653 0.29744 -6.33561 -0.1 1.4 -0.2 0.068
O 0.31183 -1.61064 -6.15307 -0.8 -1.0 -0.2 0.051
H -1.57561 -0.69205 -4.92902 0.3 0.0 -0.2 0.085
H -1.53960 0.90688 -5.72585 0.4 -0.2 -0.6 0.089
H -0.49669 0.63336 -4.36929 0.1 -0.2 0.0 0.092
C -3.52258 -3.46167 3.69173 0.5 -1.4 0.8 0.014
N -4.31001 -2.50522 2.95342 -0.1 1.3 -1.2 -0.437
O -3.89730 -2.36188 1.79042 -1.2 0.4 1.3 0.033
O -5.26047 -1.93879 3.49187 1.3 -0.7 -1.0 0.078
H -2.46294 -3.20621 3.68783 -0.3 0.5 0.1 0.105
H -3.56565 -4.37162 3.09320 -0.2 -0.1 0.3 0.103
H -3.91856 -3.59563 4.69838 0.1 0.0 -0.2 0.104
```
Positions in Å, forces in eV/Å.

multiplicity: 1
total energy: -115786.219 eV
relative energy (zero: lowest compared OMol25 entry of this formula, charge and spin): 133.3 kcal per mole
frontier orbital gap: 10.19 eV